(1)
A molecular structure, C22H51MnN4OP2 at a distorted geometry. Source: the Open Molecules 2025 dataset; level of theory: ωB97M-V with the def2-TZVPD basis set.

Computed properties:
orbital gap (spin up / spin down): 6.95 / 7.28 eV
LUMO level (spin up / spin down): -10.9 / -10.6 eV
<S²>: 3.818
M: 504.6 g/mol
energy relative to the best compared isomer or geometry (same formula, charge and spin): 37.2 kcal/mol

```
! wB97M-V def2-TZVPD RIJCOSX def2/J DEFGRID3
* xyz 3 4
Mn 0.05658 -0.41914 0.50983
P 0.53958 -1.05182 -2.64410
P 1.56662 0.28209 1.95863
N 2.41690 -1.43996 -0.41892
C 1.76610 -2.43121 -2.63886
H 1.21117 -3.37556 -2.55205
H 2.27842 -2.42126 -3.60437
C 2.78646 -2.36227 -1.48957
H 2.87558 -3.34791 -1.01885
H 3.79138 -2.12583 -1.91695
C 3.45315 -1.31693 0.62192
H 4.20790 -0.51973 0.39032
H 3.98495 -2.26897 0.63426
C 2.79345 -1.10903 1.98671
H 3.55687 -0.92530 2.74538
H 2.24662 -2.02460 2.26453
C 0.85983 0.28581 3.67915
C -0.13643 -0.86637 3.88089
H 0.28215 -1.84078 3.58900
H -1.06397 -0.70497 3.30631
H -0.40357 -0.90885 4.94807
C 2.75837 1.70050 1.79199
C 2.06300 3.02303 1.45743
H 2.80942 3.82794 1.42012
H 1.31229 3.30586 2.20668
H 1.56448 3.00326 0.47547
C 0.78830 0.05195 -4.11410
C -0.41650 0.96644 -4.34504
H -0.09362 1.80305 -4.98133
H -0.79674 1.39877 -3.40557
H -1.23635 0.44700 -4.85941
C -1.09338 -1.97614 -2.82068
C -2.34933 -1.09828 -2.81780
H -3.20814 -1.70719 -2.49686
H -2.59145 -0.71880 -3.82082
H -2.27153 -0.25249 -2.12394
C 0.10902 -2.20067 0.56516
O 0.17996 -3.38401 0.53489
C 3.70220 1.79909 3.00933
H 3.40851 1.13913 3.84216
H 4.71943 1.51092 2.69503
H 3.73083 2.83416 3.37786
C 1.28111 -0.66691 -5.35460
H 1.36880 0.07233 -6.15883
H 2.27825 -1.10297 -5.20375
H 0.59924 -1.45563 -5.68718
C -1.10631 -2.90261 -4.04623
H -2.00855 -3.52813 -4.00302
H -1.15748 -2.33990 -4.99128
H -0.24821 -3.58222 -4.09083
C 0.22945 1.64533 4.00323
H -0.49715 1.95204 3.23041
H -0.31076 1.57258 4.95824
H 0.97844 2.44289 4.10671
H 1.73757 0.11826 4.32743
H -1.11283 -2.61402 -1.91538
H 3.35053 1.42283 0.90190
H 1.61547 0.69106 -3.76268
H 2.16423 -0.48530 -0.89508
H 1.48990 -0.00434 -1.98683
C -4.20779 -0.96897 1.32822
N -3.70140 0.37128 1.58629
C -3.93020 0.85629 2.95561
C -2.59210 0.74602 0.89154
N -1.85001 -0.16536 0.25709
N -2.21301 2.04103 0.90143
C -3.16462 3.08705 1.23935
C -1.08400 2.47256 0.09582
H -5.13783 -1.09652 1.86549
H -3.52637 -1.77006 1.65485
H -4.42445 -1.11164 0.26057
H -3.02586 1.32402 3.37198
H -4.76167 1.57747 2.95340
H -4.20278 -0.00510 3.58351
H -2.37259 -1.04998 0.19220
H -2.91432 3.56543 2.19662
H -3.16255 3.85487 0.46090
H -4.17643 2.67403 1.29843
H -0.61141 3.33138 0.58297
H -0.33159 1.66040 -0.02753
H -1.41920 2.78953 -0.90288
*
```

(2)
2 unconnected molecules or ions with the total composition C4H12NO2 at a distorted geometry. Source: the Open Molecules 2025 dataset; level of theory: ωB97M-V with the def2-TZVPD basis set.

Computed properties:
orbital gap: 6.66 eV
LUMO level: 3.7 eV
M: 106.1 g/mol
energy relative to the best compared isomer or geometry (same formula, charge and spin): 31.8 kcal/mol

```
! wB97M-V def2-TZVPD RIJCOSX def2/J DEFGRID3
* xyz -1 1
C -0.73681 -0.26182 1.00515
N -1.00393 -0.29479 -0.42119
C -0.17941 -1.17330 -1.29532
O 0.75445 -0.56867 -2.02929
C -0.63698 1.14391 1.56749
C 0.51500 1.50097 2.51376
H 0.03177 -1.01749 1.25328
H -1.44235 -0.81765 1.68757
H -0.92755 0.62710 -0.82377
H -0.96537 -1.60556 -2.01440
H 0.14754 -2.08498 -0.73616
H -0.84531 1.88169 0.78110
H -1.50911 1.29895 2.24649
H 0.69403 2.59034 2.44062
H 1.50533 1.09708 2.28407
H 0.29250 1.27157 3.54314
H 0.81229 -0.99067 -4.28174
H 1.75384 -1.31534 -3.36228
O 1.74007 -1.28135 -4.35851
*
```

(3)
2 unconnected molecules or ions with the total composition C4H5N3. Source: the Open Molecules 2025 dataset; level of theory: ωB97M-V with the def2-TZVPD basis set.

Computed properties:
orbital gap (spin up / spin down): 8.46 / 8.46 eV
LUMO level (spin up / spin down): 0.3 / 0.3 eV
SMILES: C1=C=NC=NC=1.N
M: 95.1 g/mol
energy relative to the best compared isomer or geometry (same formula, charge and spin): 111.3 kcal/mol

```
! wB97M-V def2-TZVPD RIJCOSX def2/J DEFGRID3
* xyz 0 1
N -2.29628 0.56198 -0.04097
C -0.08625 0.16294 0.02179
C 0.69414 1.14419 0.19202
N 2.03862 1.06911 0.24104
C 2.40622 -0.22193 0.08868
N 1.63345 -1.29851 -0.08694
C 0.29928 -1.14118 -0.12777
H -2.58021 0.76210 -0.99579
H -2.99289 -0.04969 0.38052
H -2.26448 1.43899 0.47216
H 3.47775 -0.40781 0.12204
H -0.32934 -2.02020 -0.26678
*
```

(4)
C5H6O in the gas phase. Source: the Open Molecules 2025 dataset; level of theory: ωB97M-V with the def2-TZVPD basis set.

Computed properties:
orbital gap (spin up / spin down): 7.57 / 7.57 eV
LUMO level (spin up / spin down): 0.0 / 0.0 eV
M: 82.1 g/mol
energy relative to the best compared isomer or geometry (same formula, charge and spin): 124.7 kcal/mol

```
! wB97M-V def2-TZVPD RIJCOSX def2/J DEFGRID3
* xyz 0 1
O 0.77194 1.53902 -0.47507
C -0.33271 1.02539 -0.06586
C -0.09490 -0.00605 1.07313
C 0.88383 -0.89866 0.30593
C 0.12810 -1.15160 -0.82700
C -0.78329 -0.62503 -1.51410
H -1.22213 1.63431 -0.21703
H -1.03717 -0.48250 1.36751
H 0.33418 0.50877 1.94534
H 1.38646 0.67834 -0.31910
H 1.70517 -1.46864 0.71404
H -1.73948 -0.75335 -1.98780
*
```